No. 1
Density functional theory data (ωB97M-V with the def2-TZVPD basis set) for a structure of composition C5H7N at a distorted geometry.

Its max |F| is 0.062 Eh/bohr. For the energy, the calculation gives -249.26436 hartree. For the frontier orbital gap, the calculation gives 0.3432 hartree. The relative energy (zero: lowest compared OMol25 entry of this formula, charge and spin) is 131.1 kcal/mol. As for the spin multiplicity: 1. The calculation puts the LUMO energy at 1.209 eV. Its total charge is 0. The HOMO energy comes out at -8.132 eV.

Cartesian coordinates (Å):
C 1.51709 0.10070 -0.30126
C 0.32294 0.86098 0.23063
C -0.68927 -0.00761 -0.76374
C -1.52451 -0.24770 0.47340
N -0.16094 -0.25567 1.12540
C 0.39570 -0.90355 -0.17307
H 1.85240 0.31330 -1.32615
H 2.34203 -0.01455 0.39720
H 0.27802 1.93179 0.50183
H -0.55936 0.89373 -1.32159
H -2.00429 -1.22720 0.60537
H -2.21485 0.54959 0.75586
H 0.44504 -1.99380 -0.20387


No. 2
Density functional theory data (ωB97M-V with the def2-TZVPD basis set) for a structure of composition C5H7N at a distorted geometry.

Its max |F| is 0.042 Eh/bohr. For the energy, the calculation gives -249.37233 hartree. For the frontier orbital gap, the calculation gives 0.3635 hartree. The relative energy (zero: lowest compared OMol25 entry of this formula, charge and spin) is 63.3 kcal/mol. As for the spin multiplicity: 1. The calculation puts the LUMO energy at 1.232 eV. Its total charge is 0. The HOMO energy comes out at -8.661 eV.

Cartesian coordinates (Å):
C -0.82764 -0.05572 0.96082
C -0.31233 -1.03044 -0.13642
C -0.35431 0.99433 -0.12532
C 1.14632 0.69607 -0.01736
C 1.19754 -0.66371 -0.10065
H -1.90419 -0.03261 1.20339
H -0.18607 0.00512 1.87889
H -0.56286 -2.08343 -0.22444
H -0.48427 0.01826 -2.03131
H -0.76648 1.99176 -0.20597
H 1.91215 1.48004 -0.10668
H 2.04831 -1.31114 -0.02160
N -0.90620 -0.00853 -1.07335


No. 3
Density functional theory data (ωB97M-V with the def2-TZVPD basis set) for the molecule C5H7N at a distorted geometry.

Its max |F| is 0.055 Eh/bohr. For the energy, the calculation gives -249.39876 hartree. For the frontier orbital gap, the calculation gives 0.3976 hartree. Its structure (SMILES) is CC1(C#N)CC1. The relative energy (zero: lowest compared OMol25 entry of this formula, charge and spin) is 46.7 kcal/mol. As for the spin multiplicity: 1. The calculation puts the LUMO energy at 0.568 eV. Its total charge is 0. The HOMO energy comes out at -10.251 eV.

Cartesian coordinates (Å):
C -1.37685 -0.55071 0.29921
C -0.14065 0.09495 -0.26131
C -0.48734 1.18993 -1.17424
N -0.53545 2.32577 -0.95536
C 1.03670 0.34872 0.66255
C 1.14915 -0.59854 -0.50250
H -1.09153 -1.33603 1.00027
H -1.98958 0.18721 0.83396
H -1.97479 -0.97058 -0.51271
H 0.95044 -0.07963 1.65904
H 1.58084 1.29070 0.64129
H 1.15939 -1.66491 -0.33720
H 1.71967 -0.23689 -1.35301


No. 4
Density functional theory data (ωB97M-V with the def2-TZVPD basis set) for the molecule C5H7N at a distorted geometry.

Its max |F| is 0.087 Eh/bohr. For the energy, the calculation gives -249.40767 hartree. For the frontier orbital gap, the calculation gives 0.3366 hartree. Its structure (SMILES) is Cc1cc[nH]c1. The relative energy (zero: lowest compared OMol25 entry of this formula, charge and spin) is 41.1 kcal/mol. As for the spin multiplicity: 1. The calculation puts the LUMO energy at 1.066 eV. Its total charge is 0. The HOMO energy comes out at -8.095 eV.

Cartesian coordinates (Å):
C 1.93861 0.02805 0.11107
C 0.48940 -0.02586 -0.17841
C -0.34755 1.02637 0.29659
C -1.63025 0.57240 0.25147
N -1.60641 -0.70538 -0.22695
C -0.30627 -1.08940 -0.47530
H 1.58118 0.50411 1.25419
H 2.44073 -0.91417 -0.31526
H 2.52651 0.83368 -0.34436
H -0.03250 2.05687 0.40435
H -2.56276 1.05317 0.49799
H -2.41427 -1.26037 -0.42800
H -0.07642 -2.07945 -0.84739